Molecular formula: C35H77BrFI4N11O6P
Method: DFT, the ωB97M-V functional and the def2-TZVPD basis

Results
Gap between HOMO and LUMO: 5.803 eV
Lowest unoccupied orbital energy: -4.519 eV
Charge: +1
E_tot: -6638.7580 a.u.

Each line ends with the Mulliken charge.
Cartesian coordinates (Å):
C (1.45, -3.01, 3.29)  -0.770
C (1.34, -1.68, 2.74)  -0.304
C (0.09, -1.28, 1.78)  -0.570
N (0.38, -0.40, 0.65)  0.995
C (1.80, -0.60, 0.34)  -2.371
N (2.93, 0.00, 0.69)  1.678
N (2.85, 1.06, 1.60)  -0.630
C (4.29, -0.34, 0.23)  -0.285
O (4.85, -1.44, 0.37)  -0.473
N (5.07, 0.76, -0.39)  -0.016
C (5.86, 1.42, 0.68)  0.290
O (6.76, 0.88, 1.33)  -0.399
F (5.56, 2.80, 0.93)  -0.211
N (1.69, -1.70, -0.62)  1.236
C (2.19, -3.01, -0.29)  -1.370
Br (0.87, -4.43, 0.16)  0.017
C (3.20, -3.65, -1.40)  0.498
C (3.45, -5.23, -1.16)  -1.212
C (0.65, -1.36, -1.61)  0.267
N (0.11, -2.47, -2.41)  0.275
C (-0.28, -2.23, -3.82)  -0.385
C (0.72, -2.89, -4.94)  -0.900
P (1.77, -0.44, -2.85)  -0.159
N (2.76, 0.68, -2.29)  -0.749
C (-0.40, -0.48, -0.67)  2.116
C (-0.41, 1.15, -0.93)  -1.675
I (-0.31, 2.32, 0.97)  0.126
C (-1.65, 1.73, -1.72)  0.114
C (-1.87, 3.34, -1.50)  -1.292
I (-1.49, 1.59, -3.93)  0.119
C (-1.88, -1.14, -0.48)  -1.562
I (-3.14, -0.22, 1.03)  0.097
C (-2.76, -1.37, -1.79)  -0.061
C (-4.30, -0.86, -1.75)  -1.378
I (-3.15, -3.56, -1.92)  0.050
H (0.72, -3.44, 4.04)  0.272
H (2.36, -3.63, 2.98)  0.216
H (2.15, -0.95, 3.05)  0.265
H (-0.59, -0.69, 2.51)  0.564
H (-0.43, -2.27, 1.61)  0.276
H (3.40, 0.87, 2.44)  0.284
H (3.17, 1.92, 1.12)  0.354
H (5.70, 0.39, -1.12)  0.440
H (2.85, -2.92, 0.65)  0.663
H (4.25, -3.18, -1.33)  0.152
H (2.85, -3.46, -2.47)  -0.075
H (3.59, -5.47, -0.04)  0.317
H (4.44, -5.57, -1.65)  0.243
H (2.64, -5.88, -1.64)  0.344
H (0.70, -3.31, -2.45)  0.291
H (-0.64, -1.20, -4.10)  -0.169
H (-1.22, -2.89, -4.00)  0.355
H (1.43, -2.04, -5.26)  0.283
H (0.11, -3.20, -5.85)  0.361
H (1.34, -3.74, -4.49)  0.205
H (1.05, 0.20, -3.93)  0.161
H (2.60, -1.48, -3.44)  0.072
H (3.73, 0.36, -2.46)  0.254
H (0.53, 1.54, -1.45)  0.555
H (-2.67, 1.29, -1.49)  -0.108
H (-2.55, 3.56, -0.61)  0.362
H (-0.90, 3.92, -1.52)  0.379
H (-2.46, 3.69, -2.42)  0.470
H (-1.65, -2.20, -0.09)  0.775
H (-2.36, -0.95, -2.76)  0.087
H (-4.69, -1.14, -2.80)  0.445
H (-4.95, -1.49, -1.05)  0.498
H (-4.45, 0.25, -1.67)  0.306
C (9.40, -5.07, -4.76)  -1.419
C (9.06, -4.47, -3.39)  0.366
C (8.84, -5.52, -2.29)  -0.722
O (7.60, -6.21, -2.36)  -0.329
C (7.57, -7.26, -3.32)  -0.728
N (7.89, -3.59, -3.54)  -0.707
H (8.53, -5.47, -5.27)  0.272
H (9.83, -4.30, -5.41)  0.359
H (10.14, -5.87, -4.66)  0.354
H (9.91, -3.85, -3.09)  0.411
H (8.83, -5.00, -1.33)  0.337
H (9.67, -6.24, -2.24)  0.409
H (8.53, -7.78, -3.40)  0.346
H (7.26, -6.88, -4.29)  0.259
H (6.81, -7.98, -3.00)  0.253
H (7.73, -3.12, -2.65)  0.234
H (7.07, -4.20, -3.64)  0.313
C (7.77, 6.83, 2.99)  -1.330
C (7.69, 6.59, 4.49)  0.359
C (8.40, 5.30, 4.96)  -0.734
O (7.71, 4.09, 4.66)  -0.407
C (7.85, 3.65, 3.32)  -0.368
N (6.28, 6.59, 4.90)  -0.715
H (7.08, 6.21, 2.42)  0.242
H (7.52, 7.87, 2.76)  0.347
H (8.79, 6.65, 2.62)  0.344
H (8.18, 7.43, 4.99)  0.401
H (8.48, 5.33, 6.05)  0.347
H (9.43, 5.25, 4.58)  0.393
H (8.84, 3.86, 2.92)  0.300
H (7.08, 4.10, 2.69)  0.032
H (7.70, 2.57, 3.30)  0.215
H (6.22, 6.53, 5.91)  0.275
H (5.87, 5.71, 4.59)  0.298
C (-8.52, 0.45, 3.60)  -1.599
C (-8.54, 0.56, 2.08)  1.227
C (-8.90, -0.76, 1.37)  -0.748
O (-7.86, -1.72, 1.34)  -0.347
C (-7.71, -2.46, 2.54)  -0.691
N (-7.24, 1.08, 1.63)  -0.617
H (-7.62, -0.04, 3.98)  0.326
H (-8.56, 1.44, 4.06)  0.363
H (-9.39, -0.11, 3.97)  0.362
H (-9.31, 1.29, 1.82)  -0.303
H (-9.11, -0.52, 0.32)  0.321
H (-9.82, -1.19, 1.77)  0.412
H (-8.67, -2.65, 3.03)  0.321
H (-7.04, -1.94, 3.23)  0.234
H (-7.25, -3.42, 2.30)  0.262
H (-7.29, 1.25, 0.63)  0.291
H (-6.57, 0.32, 1.70)  0.195
C (-11.38, 5.72, -0.29)  -1.381
C (-11.48, 5.49, 1.21)  0.294
C (-10.79, 4.19, 1.69)  -0.592
O (-11.50, 3.00, 1.39)  -0.437
C (-11.36, 2.54, 0.05)  -0.736
N (-12.90, 5.51, 1.61)  -0.729
H (-12.08, 5.11, -0.86)  0.282
H (-11.62, 6.77, -0.53)  0.349
H (-10.37, 5.53, -0.65)  0.330
H (-10.98, 6.32, 1.71)  0.418
H (-10.72, 4.23, 2.78)  0.330
H (-9.76, 4.13, 1.31)  0.378
H (-10.36, 2.74, -0.34)  0.306
H (-12.12, 3.00, -0.58)  0.295
H (-11.52, 1.46, 0.04)  0.271
H (-12.96, 5.46, 2.62)  0.274
H (-13.32, 4.63, 1.30)  0.326